Record 1
ORCA calculation (ωB97M-V/def2-TZVPD) on the molecule C10H11N5O5S2.

## Properties
Highest occupied orbital energy in eV: -8.16
Kohn-Sham gap in eV: 8.4799
E_LUMO in eV: 0.3
Structure (SMILES): O=C(O)CNC(=O)Cc1sc(NNc2nc(O)cs2)nc1O

XYZ file:
```
33
C10H11N5O5S2 | the OMol25 dataset | ωB97M-V/def2-TZVPD
O 0.1819 -2.8976 2.9547
O -1.8404 0.3497 1.6960
N -1.1366 1.9515 -1.5960
N 2.0716 -0.7040 -2.0155
O -0.2909 2.0417 1.9367
O -1.3205 3.7197 -0.2146
O 3.7694 -1.2349 -0.5444
S -3.6153 1.1096 -2.0333
S -0.0200 -1.8789 -0.9766
C 0.9130 -2.2391 2.2109
C -0.8098 0.8174 2.1835
C -1.8636 1.0328 -2.2562
C 0.7602 -0.8087 -2.1325
C -1.9709 2.7688 -0.9127
C 2.4749 -1.3665 -0.8950
C -3.3280 2.5200 -1.0567
C 1.5217 -2.0901 -0.2061
N -1.2802 0.0570 -3.0700
N 0.1288 -0.1705 -3.1860
N 1.0458 -0.8879 2.4265
C 1.7026 -2.8815 1.0749
C 0.0132 -0.1037 3.1563
H -0.9168 2.5142 1.3644
H -0.4614 3.6735 -0.6292
H 4.1233 -0.7210 -1.3065
H -4.1510 3.0929 -0.5886
H -1.9006 -0.6971 -3.3956
H 0.7320 0.5537 -3.5701
H 1.5354 -0.3875 1.7121
H 2.7680 -2.9768 1.3755
H 1.3759 -3.9138 0.8942
H -0.6883 -0.7709 3.6801
H 0.4767 0.5279 3.9199
```

***

Record 2
ORCA calculation (ωB97M-V/def2-TZVPD) on the molecule C10H11NO.

## Properties
Energy above the lowest of the compared OMol25 structures with the same formula, charge and spin in kJ/mol: 468.4
Highest occupied orbital energy in eV: -9.12
Kohn-Sham gap in eV: 9.7039
E_LUMO in eV: 0.6
Structure (SMILES): C[C@@H]1Cc2ccccc2C(=O)N1

XYZ file:
```
23
C10H11NO | the OMol25 dataset | ωB97M-V/def2-TZVPD
C -0.8947 -2.9915 -1.8667
C -0.9646 -1.6892 -1.0117
C -0.1932 -0.4555 -1.6612
C 0.1718 0.7089 -0.6009
C -0.0222 1.9749 -1.1516
C 0.0904 3.0744 -0.2870
C 0.6451 2.9212 0.8653
C 0.5985 1.6562 1.6004
C 0.3244 0.4351 0.7945
C 0.1886 -1.0036 1.3363
H -0.8939 -2.9657 -3.1585
H -1.3218 -3.7868 -1.4326
H 0.2931 -3.3950 -1.7709
H -1.9268 -1.4698 -0.5986
H 0.8030 -0.7758 -1.8938
H -0.8730 0.0971 -2.5787
H -0.2504 2.0753 -2.0893
H -0.2186 4.1692 -0.5166
H 0.8299 3.8891 1.5675
H 0.6017 1.7901 2.8417
H -0.4510 -2.9362 0.5497
N -0.2895 -2.0072 0.3335
O 0.7213 -1.3034 2.3302
```

***

Record 3
ORCA calculation (ωB97M-V/def2-TZVPD) on C10H11NO2 as an isolated structure.

## Properties
Energy above the lowest of the compared OMol25 structures with the same formula, charge and spin in kJ/mol: 408.4
Highest occupied orbital energy (spin up / spin down) in eV: -8.20 / -8.19
Kohn-Sham gap (spin up / spin down) in eV: 7.1923 / 7.1848
E_LUMO (spin up / spin down) in eV: -1.0 / -1.0

XYZ file:
```
24
C10H11NO2 | the OMol25 dataset | ωB97M-V/def2-TZVPD
C -1.6186 -2.0478 2.2763
C -0.9710 -0.9691 2.9502
C -1.5719 -2.1973 0.8877
C -0.3380 -0.0103 2.2272
C -0.8523 -1.3132 0.1913
C -0.2463 -0.2134 0.7780
C -1.5704 1.9995 -1.4601
C 0.5496 0.6751 0.0360
C -0.1472 2.0276 -1.2702
C 1.8118 0.6531 -2.0090
N 0.5432 0.7670 -1.3494
O -2.3793 2.8677 -1.2815
O -2.0426 0.6891 -1.7198
H -2.2483 -2.8078 2.7157
H -1.1312 -0.8686 3.9665
H -2.2409 -2.9382 0.4174
H -0.0581 0.8841 2.7765
H -0.8870 -1.3811 -0.8755
H 0.9847 1.4521 0.5657
H 0.3258 2.8817 -0.9775
H 2.6046 0.2274 -1.2401
H 1.7668 -0.0253 -2.7588
H 2.1011 1.5387 -2.5210
H -1.2071 0.2033 -1.8811
```

***

Record 4
ORCA calculation (ωB97M-V/def2-TZVPD) on the molecule C10H11NO3S.

## Properties
Energy above the lowest of the compared OMol25 structures with the same formula, charge and spin in kJ/mol: 786.6
Highest occupied orbital energy in eV: -7.81
Kohn-Sham gap in eV: 8.0929
E_LUMO in eV: 0.3

XYZ file:
```
26
C10H11NO3S | the OMol25 dataset | ωB97M-V/def2-TZVPD
C 3.5965 1.9306 -0.4763
C 3.6575 0.7637 0.2623
C 2.3392 2.4813 -0.7936
C 2.4727 0.1215 0.6639
C 1.2195 1.9831 -0.1946
C 1.2744 0.7828 0.5459
C -2.9166 0.1240 -1.4527
C -2.7498 -2.6423 0.1404
C -1.9293 -2.0852 -0.9920
C 0.1136 0.1341 1.0625
N -1.1001 0.4855 1.1570
O -1.5098 1.6812 0.7169
O -1.9873 -0.1415 1.7478
O -2.7613 -1.0861 -1.7412
S -2.6424 1.4896 -0.8616
H 4.6006 2.3304 -0.5831
H 4.6397 0.2585 0.4877
H 2.0513 3.4817 -1.0734
H 2.5672 -0.8259 1.1510
H 0.3230 2.5775 -0.3917
H -3.5233 -3.2384 -0.2097
H -2.0842 -3.3667 0.7330
H -2.9936 -1.8732 0.9641
H -1.8311 -2.8676 -1.7961
H -1.0123 -1.6307 -0.6114
H 0.1859 -0.8680 1.5449
```